DFT (wB97M-V/def2-TZVPD) results for a cluster of 3 separate species, C4H12BNO in total in a non-equilibrium geometry.

Positions of all 19 atoms, in Å:
B -2.90 -0.01 -0.14
C 0.45 1.63 0.16
C 2.04 -1.82 0.03
C 1.43 0.45 -0.19
C 1.00 -0.87 0.34
N -4.07 0.59 -0.18
O -2.01 -0.34 0.55
H 0.58 1.84 1.12
H -0.60 1.40 -0.13
H 0.82 2.36 -0.46
H 2.94 -1.29 0.20
H 1.86 -2.28 -0.93
H 2.18 -2.63 0.63
H 1.62 0.41 -1.32
H 2.55 0.48 0.28
H 0.72 -0.91 1.37
H -4.03 1.37 0.51
H -4.32 0.92 -1.05
H -0.26 -1.29 -0.78

Calculated values
- F_max (eV/A) = 5.6
- frontier orbital gap (eV) = 8.742
- energy relative to the best compared isomer or geometry (same formula, charge and spin) (eV) = 5.652
- charge = 0
- lowest unoccupied orbital energy (Eh) = 0.000

=====

DFT (wB97M-V/def2-TZVPD) results for a cluster of 2 separate species, C4H12BrF6OP2 in total in a non-equilibrium geometry.

Positions of all 26 atoms, in Å:
C -2.34 -0.50 -1.78
C -2.07 1.01 -1.21
C -0.45 1.44 -1.20
C 0.08 1.72 -2.73
P 0.65 0.28 -0.16
O 1.14 -0.69 -1.52
Br 0.20 1.65 1.65
H -3.13 -1.00 -1.04
H -1.41 -1.21 -1.78
H -2.84 -0.53 -2.84
H -2.69 1.76 -1.91
H -2.44 1.04 -0.09
H -0.43 2.50 -0.65
H -0.61 1.18 -3.54
H -0.08 2.88 -2.93
H 1.22 1.52 -2.90
H 0.11 -0.88 0.53
H 2.05 0.69 0.00
H 1.48 -1.55 -1.10
F 3.04 -1.26 2.99
P 1.65 -1.62 3.60
F 1.01 -1.19 2.24
F 0.89 -1.65 4.96
F 2.65 -2.65 4.20
F 0.78 -2.82 3.14
F 1.54 -0.13 4.06

Calculated values
- F_max (eV/A) = 5.9
- frontier orbital gap (eV) = 9.158
- charge = -1
- lowest unoccupied orbital energy (Eh) = 0.106

=====

DFT (wB97M-V/def2-TZVPD) results for a cluster of 2 separate species, C4H12ClN2 in total in a non-equilibrium geometry.

Positions of all 19 atoms, in Å:
C -0.90 0.16 -1.81
C 0.30 0.49 -0.93
C 0.13 1.07 0.50
C -0.14 -0.02 1.46
N 2.01 -0.53 2.44
N -0.30 -1.29 0.88
Cl 2.51 -2.01 1.70
H -1.77 0.81 -1.64
H -0.82 0.37 -2.89
H -1.17 -0.85 -1.71
H 0.94 1.29 -1.34
H 1.13 -0.40 -0.88
H 0.96 1.68 0.79
H -0.53 1.84 0.48
H -0.58 0.09 2.54
H 2.51 0.09 1.81
H 0.58 -1.75 0.87
H -1.05 -1.76 1.33
H -0.49 -1.39 -0.12

Calculated values
- F_max (eV/A) = 3.7
- frontier orbital gap (alpha / beta) (eV) = 9.467 / 8.361
- energy relative to the best compared isomer or geometry (same formula, charge and spin) (eV) = 4.554
- charge = +1
- lowest unoccupied orbital energy (alpha / beta) (Eh) = -0.173 / -0.186

=====

DFT (wB97M-V/def2-TZVPD) results for a cluster of 2 separate species, C4H12ClNO3 in total in a non-equilibrium geometry.

Positions of all 21 atoms, in Å:
C -0.62 -0.66 2.29
O -0.15 0.69 2.33
C -0.31 1.45 1.20
N 0.46 0.94 -0.02
O 1.32 2.02 -0.41
C -0.34 0.51 -1.22
C 0.22 -0.82 -1.71
O 0.22 -1.73 -0.62
H -0.70 -0.98 3.32
H -1.61 -0.72 1.83
H 0.08 -1.31 1.77
H 0.14 2.42 1.40
H -1.34 1.60 0.89
H 1.06 0.14 0.21
H 2.17 1.62 -0.65
H -0.24 1.26 -2.01
H -1.40 0.44 -0.97
H -0.40 -1.19 -2.52
H 1.23 -0.70 -2.10
H -0.68 -1.70 -0.25
Cl 0.89 -3.27 -2.74

Calculated values
- F_max (eV/A) = 1.5
- frontier orbital gap (eV) = 5.846
- charge = 0
- lowest unoccupied orbital energy (Eh) = -0.020

=====

DFT (wB97M-V/def2-TZVPD) results for a structure of composition C4H12F3O3S2V in a non-equilibrium geometry.

Positions of all 25 atoms, in Å:
O -1.36 -2.45 -1.19
V -1.39 -1.75 -2.61
F -0.67 -3.07 -3.99
F -2.94 -1.66 -3.08
F -0.56 -0.22 -2.65
C 0.03 2.39 0.27
S -1.42 2.78 -0.81
O -2.33 3.72 -0.15
C -2.23 1.23 -0.50
H -0.38 2.09 1.17
H 0.68 3.24 0.29
H 0.53 1.66 -0.38
H -1.57 0.41 -0.15
H -2.68 1.02 -1.44
H -3.03 1.47 0.27
C 0.73 -0.57 1.99
S 2.35 -0.16 1.17
O 3.21 0.33 2.27
C 2.74 -1.91 0.83
H 0.19 -1.10 1.18
H 0.34 0.39 2.31
H 1.19 -1.19 2.80
H 3.78 -1.96 0.67
H 2.19 -2.22 0.01
H 2.59 -2.47 1.74

Calculated values
- F_max (eV/A) = 7.6
- frontier orbital gap (alpha / beta) (eV) = 7.141 / 9.265
- charge = -1
- spin multiplicity = 2
- lowest unoccupied orbital energy (alpha / beta) (Eh) = 0.103 / 0.103

=====

DFT (wB97M-V/def2-TZVPD) results for a cluster of 2 separate species, C4H12FN2PS in total in a non-equilibrium geometry.

Positions of all 21 atoms, in Å:
C 0.98 1.65 1.11
C -0.81 2.39 -0.39
C -0.80 -2.45 -0.82
C 1.15 -1.18 -0.70
N -0.18 1.32 0.37
N -0.28 -1.13 -0.68
F 0.92 -1.24 2.69
P -0.98 -0.16 0.49
S -2.86 -0.37 0.57
H 1.48 0.60 1.45
H 1.60 2.23 0.43
H 0.77 2.33 2.02
H -1.76 2.61 -0.11
H 0.06 3.15 -0.30
H -0.85 2.17 -1.45
H -0.29 -3.33 -0.31
H -1.78 -2.47 -0.36
H -0.94 -2.74 -1.84
H 1.46 -1.69 -1.65
H 1.36 -0.04 -0.60
H 1.76 -1.64 0.07

Calculated values
- F_max (eV/A) = 5.0
- frontier orbital gap (alpha / beta) (eV) = 6.822 / 6.814
- energy relative to the best compared isomer or geometry (same formula, charge and spin) (eV) = 4.395
- charge = 0
- lowest unoccupied orbital energy (alpha / beta) (Eh) = -0.082 / -0.082

=====

DFT (wB97M-V/def2-TZVPD) results for a cluster of 2 separate species, C4H12FOPS in total in a non-equilibrium geometry.

Positions of all 20 atoms, in Å:
C 0.69 2.77 0.06
C 0.23 1.80 -1.05
P -0.08 0.18 -0.22
C 1.26 -1.03 -0.54
C 1.45 -1.93 0.71
S -1.88 -0.69 -0.90
F -2.73 -0.69 0.52
H 1.17 3.64 -0.37
H 1.37 2.25 0.73
H -0.18 3.03 0.66
H 1.00 1.73 -1.82
H -0.66 2.21 -1.51
H 1.08 -1.67 -1.39
H 2.19 -0.50 -0.75
H 2.48 -1.93 1.04
H 1.07 -2.92 0.52
H 0.86 -1.52 1.54
H -2.56 0.27 -1.56
O -3.32 -2.74 2.59
H -3.44 -2.27 1.75

Calculated values
- F_max (eV/A) = 1.3
- frontier orbital gap (eV) = 3.611
- energy relative to the best compared isomer or geometry (same formula, charge and spin) (eV) = 0.000
- charge = 0
- lowest unoccupied orbital energy (Eh) = -0.080

=====

DFT (wB97M-V/def2-TZVPD) results for a cluster of 2 separate species, C4H12IN2 in total in a non-equilibrium geometry.

Positions of all 19 atoms, in Å:
C 3.07 -1.48 -1.85
C -1.33 -0.28 1.87
C -2.55 1.71 1.23
C 1.21 0.04 -1.59
N 1.66 -1.16 -1.78
N -1.27 1.03 1.25
I -0.75 0.59 -1.57
H 3.38 -1.59 -2.89
H 3.66 -0.69 -1.39
H 3.25 -2.42 -1.32
H -1.68 -0.25 2.91
H -2.04 -0.90 1.31
H -0.35 -0.75 1.84
H -2.92 1.92 2.24
H -2.45 2.65 0.69
H -3.27 1.08 0.72
H 1.93 0.84 -1.49
H 1.01 -1.93 -1.91
H -0.57 1.60 1.71

Calculated values
- F_max (eV/A) = 1.5
- frontier orbital gap (alpha / beta) (eV) = 6.986 / 6.986
- energy relative to the best compared isomer or geometry (same formula, charge and spin) (eV) = 1.633
- charge = +1
- lowest unoccupied orbital energy (alpha / beta) (Eh) = -0.175 / -0.175

=====

DFT (wB97M-V/def2-TZVPD) results for an isolated molecule of C4H12N2 in a non-equilibrium geometry.

Positions of all 18 atoms, in Å:
C -0.99 -2.23 -0.28
N -1.18 -0.97 0.52
C 0.06 -0.48 1.11
C 1.00 0.40 0.15
C 0.41 1.84 -0.18
N 0.22 2.00 -1.62
H -0.49 -2.93 0.36
H -1.97 -2.73 -0.27
H -0.38 -2.15 -1.18
H -1.84 -1.11 1.28
H 0.51 -1.46 1.24
H -0.03 0.00 2.05
H 1.08 -0.27 -0.67
H 1.91 0.36 0.77
H 1.07 2.70 0.20
H -0.66 1.96 0.24
H 0.13 3.05 -1.85
H 1.15 2.01 -1.87

Calculated values
- F_max (eV/A) = 3.4
- frontier orbital gap (eV) = 9.646
- energy relative to the best compared isomer or geometry (same formula, charge and spin) (eV) = 2.278
- charge = 0
- SMILES = CNCCCN
- lowest unoccupied orbital energy (Eh) = 0.043

=====

DFT (wB97M-V/def2-TZVPD) results for an isolated molecule of C4H12N2 in a non-equilibrium geometry.

Positions of all 18 atoms, in Å:
C 1.53 0.52 0.63
C 0.75 -0.64 -0.03
C 1.30 -0.93 -1.39
N -0.67 -0.37 -0.14
C -1.57 0.19 0.86
N -2.41 1.28 0.37
H 2.05 1.20 -0.04
H 0.91 1.10 1.31
H 2.18 0.07 1.39
H 0.86 -1.48 0.67
H 2.36 -1.17 -1.33
H 0.80 -1.78 -1.86
H 1.28 -0.02 -1.98
H -1.16 -0.73 -0.94
H -2.23 -0.61 1.19
H -0.94 0.56 1.67
H -3.17 0.89 -0.18
H -1.86 1.92 -0.19

Calculated values
- F_max (eV/A) = 1.5
- frontier orbital gap (eV) = 9.273
- energy relative to the best compared isomer or geometry (same formula, charge and spin) (eV) = 0.799
- charge = 0
- SMILES = CC(C)NCN
- lowest unoccupied orbital energy (Eh) = 0.044

=====

DFT (wB97M-V/def2-TZVPD) results for a cluster of 2 separate species, C4H12N2 in total in a non-equilibrium geometry.

Positions of all 18 atoms, in Å:
C 0.98 -0.22 -1.97
C 0.14 0.80 -2.16
C -1.36 0.65 -2.16
H 2.05 -0.11 -2.08
H 0.52 -1.19 -1.88
H 0.57 1.79 -2.16
H -1.66 -0.26 -1.67
H -1.74 0.67 -3.18
H -1.81 1.46 -1.57
N -1.02 -0.73 2.41
C -0.02 -0.06 1.55
N 1.39 -0.27 1.81
H -1.48 -1.50 1.95
H -0.55 -1.20 3.15
H -0.22 1.00 1.71
H -0.22 -0.24 0.50
H 1.77 0.48 2.36
H 1.64 -1.18 2.16

Calculated values
- F_max (eV/A) = 1.3
- frontier orbital gap (eV) = 9.934
- energy relative to the best compared isomer or geometry (same formula, charge and spin) (eV) = 1.476
- charge = 0
- SMILES = C=CC.NCN
- lowest unoccupied orbital energy (Eh) = 0.041

=====

DFT (wB97M-V/def2-TZVPD) results for a cluster of 2 separate species, C4H12N2 in total in a non-equilibrium geometry.

Positions of all 18 atoms, in Å:
C 1.20 -1.37 -3.02
C 2.01 -0.69 -2.20
C 3.37 -0.22 -2.61
H 0.49 -2.05 -2.57
H 1.12 -1.14 -4.08
H 1.62 -0.32 -1.25
H 3.39 0.17 -3.63
H 3.85 0.45 -1.89
H 4.02 -1.10 -2.63
N -2.54 -0.42 2.92
C -1.94 0.90 2.92
N -1.77 1.51 1.60
H -3.48 -0.34 2.55
H -2.12 -0.95 2.16
H -2.57 1.56 3.53
H -0.98 0.86 3.43
H -1.09 2.23 1.73
H -2.03 1.21 0.68

Calculated values
- F_max (eV/A) = 1.9
- frontier orbital gap (eV) = 9.637
- energy relative to the best compared isomer or geometry (same formula, charge and spin) (eV) = 2.520
- charge = 0
- SMILES = C=CC.NCN
- lowest unoccupied orbital energy (Eh) = 0.032

=====

DFT (wB97M-V/def2-TZVPD) results for a cluster of 2 separate species, C4H12N2 in total in a non-equilibrium geometry.

Positions of all 18 atoms, in Å:
C -3.35 -0.82 1.42
N -2.81 -1.39 0.43
C -2.83 -0.56 -0.79
H -3.35 -1.29 2.40
H -3.93 0.13 1.41
H -2.27 -1.09 -1.56
H -2.26 0.37 -0.69
H -3.86 -0.39 -1.05
C 2.12 -0.60 -0.55
N 3.09 0.25 0.14
C 2.61 1.67 0.29
H 2.34 -1.65 -0.39
H 1.15 -0.43 -0.07
H 1.91 -0.37 -1.61
H 3.87 0.34 -0.49
H 2.90 2.18 -0.62
H 3.13 2.04 1.18
H 1.54 1.60 0.53

Calculated values
- F_max (eV/A) = 2.4
- frontier orbital gap (eV) = 9.881
- energy relative to the best compared isomer or geometry (same formula, charge and spin) (eV) = 2.186
- charge = 0
- SMILES = C=NC.CNC
- lowest unoccupied orbital energy (Eh) = 0.036

=====

DFT (wB97M-V/def2-TZVPD) results for an isolated molecule of C4H12N2 in a non-equilibrium geometry.

Positions of all 18 atoms, in Å:
C 2.80 -0.08 0.05
N 1.52 0.60 -0.11
N 0.45 -0.50 0.04
C -0.79 -0.19 -0.56
C -1.25 1.23 -0.08
C -1.89 -1.19 0.11
H 2.63 -0.90 -0.73
H 3.58 0.65 -0.13
H 2.97 -0.67 0.95
H 1.47 1.27 0.69
H 0.24 -0.75 1.01
H -0.69 -0.32 -1.64
H -2.20 1.48 -0.54
H -1.48 1.15 1.03
H -0.57 1.98 -0.38
H -2.18 -0.82 1.07
H -1.50 -2.18 0.18
H -2.71 -1.27 -0.55

Calculated values
- F_max (eV/A) = 3.1
- frontier orbital gap (eV) = 10.139
- energy relative to the best compared isomer or geometry (same formula, charge and spin) (eV) = 2.235
- charge = 0
- SMILES = CNNC(C)C
- lowest unoccupied orbital energy (Eh) = 0.041

=====

Number 1: energy -314.33915 Ha. Number 2: energy -4090.84711 Ha. Number 3: energy -728.86453 Ha. Number 4: energy -900.08755 Ha. Number 5: energy -2425.41632 Ha. Number 6: energy -1108.38665 Ha. Number 7: energy -1073.98675 Ha. Number 8: energy -566.50721 Ha. Number 9: energy -269.03263 Ha. Number 10: energy -269.08700 Ha. Number 11: energy -269.06209 Ha. Number 12: energy -269.02373 Ha. Number 13: energy -269.03601 Ha. Number 14: energy -269.03422 Ha.